Here is a 3-piece molecular cluster, C8H12O2S2 overall in a non-equilibrium geometry from the OMol25 dataset. Energies are from the ωB97M-V functional and the def2-TZVPD basis.

Geometry (Å):
S -0.800 1.486 -0.749
S 3.451 -0.683 -1.130
O -1.489 2.448 0.037
O -1.290 1.324 -2.058
C 2.853 0.859 -1.634
C 2.234 1.549 -0.585
C -1.685 -1.338 -0.431
C 2.767 -0.501 0.436
C 1.548 1.118 1.855
C -1.704 -0.457 0.581
C 2.162 0.733 0.583
C -2.506 -1.379 -1.651
H 1.812 2.457 -0.549
H 0.776 1.800 1.567
H -3.477 -1.041 -1.455
H -2.111 -0.605 -2.200
H -1.008 -0.311 1.382
H -2.601 0.150 1.032
H -2.236 -2.323 -2.134
H 2.778 -1.406 1.122
H -0.700 -1.970 -0.374
H 1.295 0.290 2.492
H 2.103 1.746 2.561
H 3.086 1.011 -2.697

total charge = 0
LUMO energy = -0.19 eV
electronic energy = -34252.9004 eV
ΔE to the lowest compared entry with this formula, charge and spin = 0.2 kcal/mol
2S+1 = 1
strongest force on any atom = 0.098 hartree/bohr

Atomic partial charges in e from the Löwdin method, atoms 1 to 5: number 1, S, carries 0.81; number 2, S, carries 0.95; number 3, O, carries -0.39; number 4, O, carries -0.38; number 5, C, carries -0.39